Here is C44H41F8N4OPS3SiV as an isolated structure in a non-equilibrium geometry from OMol25. Energies are from ωB97M-V with the def2-TZVPD basis set.

ΔE to the lowest compared entry with this formula, charge and spin ... 114.26 kcal per mole
LUMO energy (spin up / spin down) ... -1.4 / -0.7 eV
HOMO energy (spin up / spin down) ... -6.80 / -6.83 eV
Calculated total energy ... -5563.7473 Ha
Multiplicity ... 2

Last column: Löwdin charge in e.
Element x y z (Å)
V (12.5923, 15.6532, 13.5546)  0.576
S (10.9002, 17.4936, 14.4170)  1.048
S (8.7106, 11.6853, 15.9512)  0.616
S (13.2029, 16.9965, 11.6224)  0.731
P (9.7376, 14.8571, 12.4812)  0.867
Si (15.6526, 18.9924, 10.4664)  0.571
F (17.3976, 7.8937, 15.9276)  0.101
F (18.2148, 7.9605, 13.9697)  0.163
F (16.2220, 7.1558, 14.3109)  0.152
F (10.7736, 16.6629, 19.9868)  0.094
F (12.2714, 14.8634, 18.4836)  0.056
F (12.5920, 15.4399, 15.6969)  -0.078
F (7.3171, 15.4266, 16.8267)  0.044
F (8.7902, 17.8562, 18.8816)  0.096
O (14.2171, 14.0871, 10.3707)  -0.185
N (11.1680, 12.7038, 15.3660)  0.138
N (14.0370, 17.3644, 14.0293)  -0.076
N (11.2949, 14.8220, 12.7423)  -0.283
N (10.9787, 10.4556, 15.6278)  -0.066
C (8.0771, 15.8163, 10.5555)  -0.113
C (10.2356, 12.2157, 12.1203)  -0.079
C (10.3508, 11.6372, 15.5785)  -0.912
C (12.4055, 10.3026, 15.7699)  -0.075
C (10.4179, 15.7015, 9.9813)  -0.041
C (14.0108, 14.1779, 13.4638)  -0.090
C (9.2908, 16.9404, 16.6736)  -0.303
C (15.3702, 11.9337, 13.9573)  -0.238
C (11.5705, 15.9594, 16.5559)  -0.211
C (8.7714, 16.5076, 8.3792)  -0.064
C (17.0661, 8.1344, 14.6179)  -0.596
C (14.1870, 19.7022, 9.4650)  -0.186
C (16.4754, 9.4897, 14.4573)  -0.135
C (15.0448, 10.8542, 13.1157)  -0.055
C (10.7084, 16.6235, 18.6276)  -0.160
C (7.5161, 11.4704, 12.2315)  -0.062
C (8.2478, 18.0497, 14.6972)  -0.056
C (10.0927, 16.1628, 8.6844)  -0.042
C (17.0248, 20.2565, 10.5530)  -0.198
C (10.5665, 16.7165, 15.9210)  -0.429
C (15.5288, 19.0532, 14.7332)  -0.069
C (8.9300, 15.7680, 13.7748)  -0.316
C (14.7030, 13.1956, 13.6649)  -0.093
C (9.1632, 17.2415, 13.7794)  -0.454
C (9.5897, 17.1003, 18.1072)  -0.156
C (15.1392, 13.0204, 10.1729)  -0.137
C (15.2563, 18.7361, 12.3624)  -0.223
C (9.2287, 13.1378, 12.4263)  -0.312
C (7.8958, 12.8259, 12.4261)  -0.082
C (8.5993, 15.5351, 16.3765)  -0.237
C (7.7532, 16.3292, 9.3124)  -0.067
C (16.8439, 10.5401, 15.2296)  -0.009
C (11.6797, 15.9406, 17.8933)  -0.184
C (8.6533, 15.1039, 14.9129)  0.010
C (16.2653, 11.7925, 15.0100)  -0.003
C (8.4849, 10.4932, 11.9301)  -0.053
C (15.8436, 19.3907, 13.4116)  -0.079
C (9.8477, 10.9178, 11.8247)  -0.067
C (16.2192, 17.3175, 9.7604)  -0.172
C (15.5262, 9.6316, 13.4287)  -0.012
C (14.7643, 17.9595, 14.9824)  -0.136
C (8.4006, 17.9894, 16.0465)  0.020
C (9.3359, 15.5275, 10.8782)  -0.302
C (14.2827, 17.7466, 12.7299)  -0.685
H (7.4569, 18.5707, 14.2266)  0.097
H (11.2293, 12.6090, 11.9403)  0.097
H (14.1917, 14.4104, 11.2759)  -0.033
H (14.3604, 10.9795, 12.3168)  0.094
H (15.2327, 12.9295, 9.0858)  0.081
H (6.7319, 16.5398, 9.0461)  0.105
H (13.7853, 19.0619, 8.6878)  0.017
H (10.3598, 9.7297, 15.8316)  0.080
H (6.4844, 11.2388, 12.1013)  0.093
H (9.2411, 14.9054, 16.9696)  0.138
H (12.8077, 10.9473, 16.5412)  0.090
H (18.0001, 19.8631, 10.9149)  0.051
H (17.0792, 20.7520, 9.5767)  0.028
H (10.8859, 16.3451, 8.0336)  0.086
H (10.8369, 13.6084, 15.6763)  0.066
H (7.1660, 13.5922, 12.6354)  0.107
H (13.2965, 20.0101, 10.0432)  0.028
H (16.3881, 20.2922, 13.1744)  0.092
H (8.5074, 16.8707, 7.3720)  0.114
H (17.1036, 16.9502, 10.2347)  0.019
H (17.5901, 10.3427, 16.0197)  0.139
H (7.7986, 18.5989, 16.7594)  0.137
H (16.4413, 17.3447, 8.6458)  0.061
H (9.1147, 17.6630, 12.7802)  0.106
H (11.4340, 15.4587, 10.3092)  0.058
H (16.5103, 12.6657, 15.6694)  0.140
H (8.6739, 14.0212, 14.8076)  0.026
H (14.7212, 12.0992, 10.6089)  0.060
H (12.9066, 10.3642, 14.7803)  0.078
H (14.5240, 20.6519, 8.9733)  0.034
H (14.6457, 17.4893, 15.9850)  0.134
H (12.1528, 12.5915, 15.1140)  0.086
H (16.0887, 13.3791, 10.5480)  0.081
H (15.5099, 16.5586, 9.8606)  -0.037
H (16.7307, 21.0646, 11.2483)  0.028
H (7.2069, 15.7353, 11.2186)  0.124
H (15.9908, 19.5919, 15.5938)  0.122
H (12.6555, 9.2743, 16.1355)  0.105
H (15.1941, 8.8098, 12.7669)  0.140
H (10.5456, 10.1759, 11.4446)  0.100
H (8.1624, 9.4461, 11.6440)  0.123

Here is C44H42AsBrN2PtS2 as an isolated structure in a non-equilibrium geometry from OMol25. Energies are from ωB97M-V with the def2-TZVPD basis set.

ΔE to the lowest compared entry with this formula, charge and spin ... 42.37 kcal per mole
LUMO energy (spin up / spin down) ... -0.2 / -0.2 eV
HOMO energy (spin up / spin down) ... -5.92 / -5.92 eV
Calculated total energy ... -7536.7858 Ha
Multiplicity ... 1

Last column: Löwdin charge in e.
Element x y z (Å)
Pt (0.9181, -0.3917, 0.4915)  0.466
Br (1.4619, -2.8134, 1.3450)  0.851
As (1.7061, 0.6213, 2.6944)  1.029
S (-1.1004, -2.1201, -0.9043)  1.019
S (-0.1893, 1.3345, -0.5234)  0.641
N (-2.9261, 0.9320, -0.6068)  -0.098
N (-2.2255, -0.6387, -2.8621)  -0.061
C (4.5923, -3.6418, -2.0010)  -0.042
C (0.2577, -1.0604, -4.4123)  -0.015
C (3.1039, -2.0203, -0.8832)  -0.228
C (4.5721, -1.2845, -2.7000)  -0.068
C (3.2192, -4.3809, -0.1783)  -0.139
C (-2.3252, -0.0525, 2.4835)  -0.057
C (2.1766, 1.8056, 6.2522)  -0.062
C (-3.0681, 2.3347, -0.2211)  -0.159
C (-1.0160, -1.4094, -4.8599)  -0.197
C (1.0404, -0.9963, -6.6851)  -0.082
C (-1.6477, 0.2609, -0.5880)  -0.775
C (-2.4079, 4.4846, -3.2999)  -0.078
C (4.1010, -0.0138, -2.5361)  -0.105
C (1.4737, 0.7680, 5.6428)  -0.325
C (4.1795, -4.6460, -1.1804)  -0.086
C (-0.2259, -1.3365, -7.1333)  -0.083
C (-2.2159, -2.4180, 2.1083)  -0.075
C (2.5620, -0.6916, -0.7434)  -0.312
C (2.9130, 1.5888, 7.4088)  -0.090
C (4.0845, -2.3215, -1.8703)  -0.175
C (3.1063, 0.2670, -1.5764)  -0.159
C (-4.5316, 3.7772, -1.6792)  -0.059
C (-1.2535, -1.5426, -6.2202)  -0.047
C (-2.1137, -1.7047, -3.8614)  -0.086
C (-1.1994, -0.8481, 0.4292)  -0.653
C (-3.9104, 0.4278, -1.5414)  -0.117
C (-3.0405, -0.2714, 3.6464)  -0.089
C (-3.2611, 3.3033, -1.3726)  -0.221
C (1.5315, -0.4972, 6.2263)  -0.066
C (-4.7498, 4.5861, -2.7889)  -0.084
C (2.2630, -0.7177, 7.3830)  -0.087
C (-1.9195, -1.1260, 1.6821)  -0.279
C (3.2753, -0.3128, 3.3933)  -0.310
C (-1.5744, -0.7164, -1.7458)  -0.506
C (-3.6871, 4.9351, -3.6072)  -0.093
C (-2.1964, 3.6758, -2.1942)  -0.058
C (0.7026, 0.9950, 4.3849)  -0.310
C (2.5531, 2.3590, 2.4441)  -0.302
C (-2.9201, -2.6367, 3.2883)  -0.089
C (-3.3030, 0.3729, -2.9478)  -0.048
C (-3.3500, -1.5669, 4.0552)  -0.102
C (2.9581, 0.3257, 7.9811)  -0.101
C (1.2800, -0.8530, -5.3230)  -0.057
C (2.7220, -3.1196, -0.0658)  -0.544
H (-1.5719, 4.7603, -3.9304)  0.104
H (-2.9211, 1.3505, -3.2374)  0.125
H (-3.3541, 0.5742, 4.2467)  0.104
H (4.4913, 0.7897, -3.1518)  0.100
H (0.3856, 2.0365, 4.3069)  0.073
H (2.1398, 2.7980, 5.8162)  0.107
H (2.7365, 1.2847, -1.5065)  0.068
H (-0.4179, -1.4434, -8.1930)  0.102
H (5.3264, -3.8338, -2.7749)  0.110
H (-0.1869, 0.3661, 4.3441)  0.047
H (3.2647, 2.2597, 1.6247)  0.022
H (-5.3645, 3.5148, -1.0346)  0.111
H (2.2884, -1.7075, 7.8218)  0.100
H (1.8437, -0.8443, -7.3944)  0.103
H (1.8006, 3.0978, 2.1687)  0.020
H (-2.1761, 2.6048, 0.3415)  0.077
H (-1.8926, -3.2697, 1.5190)  0.085
H (-1.1989, 3.3172, -1.9676)  0.060
H (-3.1313, -3.6512, 3.6028)  0.101
H (-3.0815, -1.8173, -4.3460)  0.126
H (0.9924, -1.3177, 5.7645)  0.114
H (-2.0432, 0.9546, 2.1981)  0.109
H (0.4718, -0.9476, -3.3532)  0.104
H (3.7720, 0.2477, 4.1852)  0.028
H (-3.9950, 0.0255, -3.7138)  0.129
H (-3.8508, 5.5603, -4.4755)  0.100
H (-2.2446, -1.8056, -6.5725)  0.109
H (2.9941, -1.2935, 3.7734)  0.006
H (-3.9249, 2.4170, 0.4553)  0.123
H (-4.2560, -0.5709, -1.2562)  0.137
H (-5.7488, 4.9363, -3.0158)  0.101
H (3.9485, -0.4436, 2.5453)  0.024
H (3.5234, 0.1564, 8.8883)  0.097
H (4.5873, -5.6438, -1.2763)  0.102
H (2.2653, -0.5885, -4.9609)  0.099
H (-4.7743, 1.0899, -1.5440)  0.122
H (3.4483, 2.4114, 7.8664)  0.100
H (3.0753, 2.6804, 3.3462)  0.020
H (-3.9155, -1.7347, 4.9623)  0.097
H (2.8759, -5.1695, 0.4773)  0.095
H (-1.8987, -2.6371, -3.3307)  0.108
H (5.3216, -1.5190, -3.4468)  0.105